# 1
# C8H9NO4

An isolated molecule of C8H9NO4 at a distorted geometry (ωB97M-V/def2-TZVPD, the OMol25 dataset).

Structure (XYZ):
```
22
Properties=species:S:1:pos:R:3:lowdin_spin:R:1
C 2.521 -0.776 -0.073 0.069
C 2.270 0.034 -1.086 0.257
C 1.362 1.240 0.639 0.095
C 2.131 -0.065 1.147 0.462
C 2.169 -0.442 2.413 0.516
C -0.956 0.274 0.405 0.003
C -2.279 0.078 -1.754 0.000
C -1.877 -0.238 1.169 0.002
N -0.990 -0.206 -1.040 0.002
O 2.214 -0.700 3.542 0.457
O -0.071 1.242 0.821 0.033
O 1.655 1.247 -0.706 0.081
O -2.784 -1.196 0.787 0.001
H 3.237 -1.534 -0.076 -0.002
H 2.053 -0.243 -2.141 0.012
H 1.796 2.133 1.146 0.011
H -3.105 -0.460 -1.256 0.000
H -2.511 1.099 -1.743 0.000
H -2.299 -0.293 -2.784 0.000
H -1.818 -0.130 2.192 0.000
H -0.303 0.374 -1.454 0.000
H -2.414 -1.439 -0.148 0.000
```

energy above the lowest of the compared OMol25 structures with the same formula, charge and spin: 55.0 kcal per mole
expectation value of S²: 2.03
multiplicity: 3
HOMO level (alpha / beta): -5.75 / -8.31 eV
frontier orbital gap (alpha / beta): 6.38 / 6.15 eV
molecular weight: 183.16 u
E_LUMO (alpha / beta): 0.6 / -2.2 eV

---

# 2
# C2H4EuO3

A structure of composition C2H4EuO3 at a distorted geometry (ωB97M-V/def2-TZVPD, the OMol25 dataset).

Structure (XYZ):
```
10
Properties=species:S:1:pos:R:3:lowdin_spin:R:1
O -0.926 -1.442 -0.348 -0.171
O 1.153 0.307 -1.519 -0.066
C -0.726 -0.877 0.714 -0.041
C -0.007 0.428 0.810 -0.027
H -1.045 -1.343 1.661 -0.022
H 0.863 0.338 1.478 0.000
H -0.692 1.193 1.210 -0.001
Eu -0.554 -0.822 -2.512 6.355
O 0.411 0.870 -0.459 -0.027
H 1.524 1.346 -1.036 -0.001
```

energy above the lowest of the compared OMol25 structures with the same formula, charge and spin: 0.0 kcal per mole
expectation value of S²: 12.29
multiplicity: 7
HOMO level (alpha / beta): -25.70 / -25.80 eV
frontier orbital gap (alpha / beta): 5.88 / 11.21 eV
molecular weight: 228.01 u
E_LUMO (alpha / beta): -19.8 / -14.6 eV
total charge: +3

---

# 3
# C3H6O2S

An isolated molecule of C3H6O2S at a distorted geometry (ωB97M-V/def2-TZVPD, the OMol25 dataset).

Structure (XYZ):
```
12
Properties=species:S:1:pos:R:3:lowdin_charge:R:1
C -0.309 1.411 0.273 -0.089
C -0.257 -0.040 0.574 -0.418
C -0.451 -0.889 -0.682 -0.165
S 1.102 -0.987 0.100 0.713
O 1.300 -2.178 0.926 -0.319
O 2.126 -0.301 -0.605 -0.283
H 0.092 2.198 0.906 0.085
H -1.317 1.686 -0.020 0.088
H 0.299 1.456 -0.647 0.077
H -1.019 -0.338 1.259 0.124
H -1.116 -1.658 -0.463 0.081
H -0.449 -0.360 -1.621 0.106
```

energy above the lowest of the compared OMol25 structures with the same formula, charge and spin: 70.3 kcal per mole
multiplicity: 1
HOMO level: -10.24 eV
frontier orbital gap: 10.97 eV
molecular weight: 106.15 u
E_LUMO: 0.7 eV

---

# 4
# C3H11O

A cluster of 2 separate species, C3H11O in total at a distorted geometry (ωB97M-V/def2-TZVPD, the OMol25 dataset).

Structure (XYZ):
```
15
Properties=species:S:1:pos:R:3:lowdin_charge:R:1
O 0.657 2.791 1.649 0.406
H 1.510 2.305 1.760 0.222
H -0.047 2.199 1.830 0.150
H 0.606 3.197 0.814 0.166
C -0.133 -0.287 0.321 -0.177
C -0.422 -1.664 -0.399 -0.305
C -0.247 -1.557 -1.917 -0.137
H -0.928 0.442 0.008 0.073
H -0.128 -0.410 1.417 0.053
H 0.930 0.086 0.084 0.077
H 0.137 -2.572 0.084 0.138
H -1.520 -1.842 -0.174 0.111
H -1.039 -2.182 -2.394 0.082
H 0.724 -1.847 -2.256 0.061
H -0.692 -0.663 -2.399 0.079
```

energy above the lowest of the compared OMol25 structures with the same formula, charge and spin: 21.9 kcal per mole
multiplicity: 1
HOMO level: -14.24 eV
frontier orbital gap: 9.10 eV
molecular weight: 63.12 u
E_LUMO: -5.1 eV
total charge: +1

---

# 5
# C3H5F5N3

The ion C3H5F5N3 with charge +1 at a distorted geometry (ωB97M-V/def2-TZVPD, the OMol25 dataset).

Structure (XYZ):
```
16
Properties=species:S:1:pos:R:3:lowdin_charge:R:1
N -1.846 -1.100 0.144 0.271
C -0.543 -0.976 -0.071 -0.363
N -0.071 -1.282 -1.287 0.240
N 0.252 -0.467 0.978 0.189
C 1.106 0.650 0.596 -0.495
F 1.653 1.102 1.727 0.179
F 2.112 0.278 -0.207 0.165
C 0.324 1.830 -0.032 -0.545
F -0.741 2.132 0.708 0.196
F 1.143 2.880 -0.069 0.207
F -0.040 1.539 -1.291 0.170
H -2.187 -0.556 0.932 0.147
H -2.228 -2.040 0.110 0.162
H 0.638 -1.983 -1.431 0.149
H -0.469 -0.800 -2.079 0.144
H 0.897 -1.207 1.271 0.182
```

multiplicity: 1
HOMO level: -16.49 eV
frontier orbital gap: 10.61 eV
molecular weight: 178.08 u
E_LUMO: -5.9 eV
total charge: +1

---

- Which of these has the highest multiplicity?
  C2H4EuO3